Molecular formula: C46H113N7O2S
Method: DFT, the ωB97M-V functional and the def2-TZVPD basis

HOMO-LUMO gap (alpha / beta) in hartree: 0.259 / 0.099
Net charge: +1
Spin multiplicity: 2

Structure (XYZ):
```
169
Properties=species:S:1:pos:R:3:forces:R:3:mulliken_spin:R:1
C -2.73408 1.78542 -7.86673 -0.368 -0.826 -0.514 0.0000
C -3.52137 0.51743 -7.55445 1.341 1.032 -1.399 0.0000
N -3.40466 -0.04681 -6.25118 -0.373 -0.126 -0.254 0.0000
C -4.41936 -1.07224 -6.20708 1.835 -2.046 1.962 0.0000
C -4.05826 -2.36082 -6.96406 -0.319 -0.366 -0.447 0.0000
C -3.61437 0.88831 -5.17660 -1.354 0.740 0.444 0.0000
C -3.34957 0.38822 -3.74049 1.043 -0.519 -1.118 0.0000
H -2.74249 1.74517 -8.95596 0.568 0.365 -0.162 0.0000
H -1.72518 1.65336 -7.47588 0.070 0.802 0.000 0.0000
H -3.29805 2.69133 -7.64456 0.548 0.095 0.632 0.0000
H -4.50913 0.76627 -7.94239 -0.834 -0.525 0.474 0.0000
H -3.08679 -0.22491 -8.22392 -0.318 -0.254 -0.198 0.0000
H -4.28642 -1.40358 -5.17721 -0.854 -0.206 0.303 0.0000
H -5.43857 -0.70228 -6.31872 -0.164 0.014 -0.438 0.0000
H -4.13348 -2.31776 -8.05061 -0.427 0.034 -0.005 0.0000
H -3.07115 -2.79233 -6.79815 0.483 0.838 0.385 0.0000
H -4.64496 -3.18799 -6.56446 -0.669 0.132 -0.361 0.0000
H -4.65529 1.20695 -5.23174 -0.623 0.311 0.094 0.0000
H -3.07314 1.80476 -5.41176 0.452 -0.181 0.378 0.0000
H -2.40268 -0.14207 -3.84197 0.637 0.440 0.555 0.0000
H -3.95875 -0.41473 -3.32543 -0.775 0.423 -0.293 0.0000
H -3.30922 1.23646 -3.05715 0.166 -0.203 0.032 0.0000
C -2.20654 2.72740 3.60655 0.696 -0.109 0.934 0.0000
C -1.24278 3.02404 4.84421 -0.676 -1.312 -1.076 0.0000
N -1.40477 2.09233 6.02098 0.333 0.927 -1.144 0.0000
C -1.70722 0.69794 5.76199 0.106 0.149 -1.463 0.0000
C -1.15398 -0.28260 6.76815 0.411 -0.976 -0.236 0.0000
C -2.17855 2.65565 7.09059 1.418 0.436 -0.129 0.0000
C -3.64376 2.69992 6.87014 -0.982 0.781 -0.021 0.0000
H -3.22816 2.43385 3.84783 0.055 0.048 0.427 0.0000
H -1.74078 1.86993 3.12084 -0.252 0.095 -0.459 0.0000
H -2.30321 3.55865 2.90813 0.372 0.046 0.015 0.0000
H -0.24075 2.91996 4.42804 0.242 -0.559 0.034 0.0000
H -1.20207 4.09067 5.06501 -0.764 -0.150 0.899 0.0000
H -2.72968 0.38167 5.55547 -1.131 0.695 0.962 0.0000
H -1.47615 0.52782 4.71044 1.506 -0.452 0.040 0.0000
H -0.06884 -0.33196 6.85828 0.134 0.689 0.140 0.0000
H -1.61285 -0.22517 7.75519 0.074 0.343 -0.016 0.0000
H -1.36752 -1.29584 6.42782 -0.471 -0.119 -0.075 0.0000
H -1.80054 3.67309 7.19077 -0.126 0.175 0.256 0.0000
H -1.83513 2.15386 7.99523 -0.585 -0.164 0.304 0.0000
H -3.92151 3.33500 6.02894 0.367 0.140 -0.263 0.0000
H -4.03159 3.25975 7.72119 -0.703 -0.613 0.222 0.0000
H -4.11749 1.74685 6.63489 -0.052 -0.066 0.701 0.0000
C -1.32854 -2.40191 -1.58835 2.220 0.094 1.213 0.0000
C -0.49048 -2.09986 -0.29181 -0.950 0.557 0.371 0.0000
N -0.34995 -0.64888 0.05271 0.048 -0.116 0.321 0.0001
C 0.60589 0.02901 -0.79458 -0.348 0.384 -1.366 -0.0003
C 1.52469 1.02958 -0.15327 0.526 -0.663 1.018 0.0001
C -1.54768 0.17914 0.35535 0.194 -0.644 -0.814 0.0000
C -2.42114 -0.39415 1.40697 -0.852 -0.661 1.497 0.0000
H -0.75490 -1.90148 -2.36849 -0.897 0.820 -0.320 0.0000
H -2.35743 -2.11464 -1.37168 0.055 -0.065 -0.787 0.0000
H -1.15622 -3.43025 -1.90602 -0.725 -0.369 0.484 0.0000
H -0.88937 -2.61612 0.58138 -0.615 0.125 0.063 0.0000
H 0.50184 -2.55053 -0.30878 0.271 0.370 -0.529 0.0000
H 1.15200 -0.72647 -1.35949 0.277 0.013 0.123 0.0001
H 0.17205 0.65344 -1.57559 -0.920 -0.326 -0.461 0.0001
H 2.21315 0.47775 0.48672 0.277 0.223 0.368 -0.0001
H 2.10823 1.56175 -0.90453 -0.131 0.122 -0.006 0.0000
H 0.95108 1.71730 0.46811 0.153 0.192 -0.050 0.0000
H -2.20704 0.33820 -0.49791 0.156 -0.011 -0.739 0.0000
H -1.27069 1.18953 0.65614 0.575 -0.096 0.043 0.0000
H -3.03847 -1.24751 1.12631 0.378 -0.315 -0.391 0.0000
H -3.18757 0.29319 1.76508 0.170 0.481 -0.134 0.0000
H -1.85428 -0.68387 2.29175 0.144 -0.101 0.097 0.0000
C 7.47097 -2.70912 3.39191 0.479 0.366 0.588 0.0166
C 7.98077 -1.25875 3.58442 0.561 -0.745 -0.579 0.0341
N 7.49246 -0.40579 2.52733 -1.556 2.260 1.582 0.7204
C 7.94240 0.97361 2.36249 2.670 -0.420 -1.531 0.0095
C 9.57236 1.07720 2.28152 -2.207 -0.085 0.243 0.0095
C 6.05174 -0.49012 2.30390 -0.122 -0.221 -0.207 0.0624
C 5.79264 -1.16623 1.00185 -1.726 -1.013 -0.543 0.0781
H 7.93428 -3.39711 4.09909 0.035 0.284 0.175 -0.0043
H 7.72881 -3.10270 2.40869 -0.173 0.226 -0.046 -0.0033
H 6.39719 -2.72336 3.57875 0.115 -0.361 -0.219 0.0051
H 7.56467 -0.76421 4.46214 -0.288 -0.164 0.486 0.0441
H 9.05651 -1.11937 3.69145 -0.015 -0.395 -0.260 0.0085
H 7.42685 1.65797 3.03626 0.274 -0.314 0.894 0.0416
H 7.42529 1.25682 1.44571 0.582 0.219 -0.543 0.0160
H 9.93590 0.45259 1.46555 -0.142 0.023 0.009 -0.0006
H 10.00489 0.71885 3.21565 0.004 0.195 -0.045 0.0012
H 9.89356 2.10350 2.10369 -0.213 -0.077 0.081 -0.0025
H 5.61963 -1.03313 3.14445 -0.095 0.050 -0.271 -0.0344
H 5.51687 0.45222 2.18555 0.807 0.576 0.599 0.0065
H 5.98347 -2.23607 1.08629 0.439 0.153 -0.655 0.0053
H 4.71108 -1.09129 0.88902 -0.260 -0.207 -0.001 -0.0086
H 6.11979 -0.63817 0.10618 0.766 -0.276 0.213 -0.0067
C -10.08399 -2.08796 1.43905 -0.460 -1.505 -0.116 0.0000
C -9.16336 -2.77802 0.38889 -0.140 2.657 0.365 0.0000
N -8.38652 -1.72309 -0.29365 1.118 0.154 -1.324 0.0000
C -7.53211 -0.76623 0.47003 0.266 -1.954 0.805 0.0000
C -6.41486 -1.41557 1.34877 0.259 0.751 0.199 0.0000
C -7.59652 -2.40604 -1.35900 0.766 0.922 -0.485 0.0000
C -6.74333 -1.49483 -2.30085 0.152 0.764 0.091 0.0000
H -10.75469 -1.30286 1.08991 0.460 0.100 -0.503 0.0000
H -9.57632 -1.73452 2.33652 0.312 0.001 -0.206 0.0000
H -10.76638 -2.86731 1.77826 -0.103 -0.097 0.298 0.0000
H -8.56043 -3.55892 0.85232 0.327 -0.065 0.288 0.0000
H -9.69026 -3.24697 -0.44212 -0.492 -0.068 0.352 0.0000
H -7.03745 -0.05182 -0.18803 -0.245 -0.313 -0.324 0.0000
H -8.08165 -0.14350 1.17594 -0.621 -0.206 -0.236 0.0000
H -5.87594 -0.54338 1.71883 0.367 0.010 0.165 0.0000
H -6.71390 -1.94292 2.25463 -0.614 -0.050 -0.138 0.0000
H -5.66729 -2.05966 0.88575 -0.207 0.059 -0.544 0.0000
H -8.21876 -2.99439 -2.03336 -0.567 0.118 0.373 0.0000
H -6.92663 -3.13355 -0.90067 0.277 -0.229 0.145 0.0000
H -6.94920 -0.42721 -2.22397 -0.524 0.015 0.284 0.0000
H -6.84682 -1.65950 -3.37336 -0.379 -0.578 0.056 0.0000
H -5.66392 -1.50332 -2.14957 0.082 -0.489 0.448 0.0000
C 1.72135 4.66596 -2.63815 -0.356 0.722 0.881 0.0000
C 3.17559 4.26917 -2.74305 -0.142 1.012 -0.129 0.0000
N 4.11906 5.15424 -2.06806 -0.863 -0.173 -0.689 0.0000
C 4.11445 5.19654 -0.64971 0.797 0.941 0.204 0.0000
C 4.81945 4.00099 0.07969 -1.711 0.163 0.029 -0.0002
C 5.43497 5.08001 -2.61382 0.113 0.633 -0.993 0.0000
C 6.39673 6.24709 -2.30965 0.555 -1.415 0.688 0.0000
H 1.12205 4.02035 -3.28012 -0.075 0.296 -0.127 0.0000
H 1.56460 5.73403 -2.78904 0.030 -0.018 -0.781 0.0000
H 1.32625 4.57004 -1.62681 0.077 -0.535 0.254 0.0000
H 3.15451 3.23116 -2.41110 0.882 -0.521 -0.224 0.0000
H 3.47563 4.43196 -3.77822 -0.244 -0.933 -0.204 0.0000
H 4.64372 6.13564 -0.48823 0.131 -0.056 0.834 0.0000
H 3.08512 5.42135 -0.37035 0.037 -0.540 0.607 0.0000
H 5.45919 3.41025 -0.57594 0.162 0.285 0.111 -0.0002
H 5.31477 4.29293 1.00572 0.187 0.107 -0.180 0.0002
H 3.98799 3.35581 0.36346 0.131 -0.432 0.212 0.0001
H 5.31831 5.03357 -3.69656 0.076 0.025 -0.113 0.0000
H 5.87742 4.12136 -2.34303 0.702 -0.128 0.062 0.0000
H 6.14158 7.25704 -2.63059 -0.248 -0.326 -0.155 0.0000
H 7.34223 5.90168 -2.72777 0.118 0.477 -0.550 0.0000
H 6.67058 6.24965 -1.25462 -0.361 0.325 0.280 0.0000
C 1.81528 -4.19280 6.79153 0.621 -0.602 1.698 0.0000
C 0.86602 -3.73908 5.74346 0.099 1.190 -0.559 -0.0002
N 1.51529 -2.92319 4.69268 -3.191 2.591 2.673 0.0005
C 2.38723 -3.62628 3.91342 1.290 -2.129 -2.334 0.0007
C 3.39441 -2.82862 3.07057 -0.412 0.131 -1.026 -0.0001
C 0.43862 -2.06752 3.99108 3.246 0.607 0.176 -0.0006
C 1.12680 -0.82627 3.39711 0.958 0.142 -1.222 -0.0003
H 2.53612 -4.93715 6.45324 -0.178 -0.151 -0.181 0.0000
H 1.24898 -4.64703 7.60460 -0.163 -0.425 -0.099 0.0000
H 2.41519 -3.47700 7.35353 -0.119 0.735 -0.570 0.0000
H 0.33757 -4.63355 5.41365 -0.031 -0.299 -0.783 0.0000
H 0.06353 -3.10432 6.11920 0.225 -0.042 0.471 0.0001
H 2.95308 -4.40735 4.42119 0.213 0.565 0.980 0.0000
H 1.76679 -4.32249 3.34911 0.000 -0.206 -1.557 0.0000
H 3.00628 -2.44113 2.12860 -0.650 0.094 0.117 -0.0015
H 3.73659 -1.93617 3.59454 0.248 -0.252 0.329 0.0029
H 4.20117 -3.42818 2.64896 0.367 -0.342 0.743 -0.0004
H -0.16707 -1.57892 4.75430 -0.633 -1.207 -0.119 0.0006
H 0.03202 -2.64358 3.15985 -0.936 -0.046 0.329 0.0000
H 1.60323 -1.03709 2.43968 -0.130 -0.187 -0.095 0.0000
H 1.95432 -0.47354 4.01265 -0.262 0.019 0.476 -0.0001
H 0.51172 0.03426 3.13390 -0.545 -0.180 0.433 0.0000
C 0.68569 -2.28957 -7.30568 -1.580 -2.483 1.487 0.0000
C 2.11713 -1.87647 -7.31495 0.136 2.799 -0.676 0.0000
C 2.28484 -1.02829 -6.09603 -0.899 0.680 2.708 0.0000
S 0.65847 -0.16358 -5.65953 0.088 0.139 -2.633 0.0000
O 0.69579 1.18850 -6.25412 0.045 -1.622 1.138 0.0000
O 0.32442 -0.35138 -4.25830 0.146 0.046 -0.742 0.0000
C -0.33232 -1.27889 -6.81922 0.352 1.442 0.149 0.0000
H 0.55504 -3.00461 -6.49343 0.522 -0.902 -0.139 0.0000
H 0.33740 -2.80373 -8.20147 0.147 0.208 -0.117 0.0000
H 2.21680 -1.12851 -8.10153 0.528 -0.554 -0.809 0.0000
H 2.88343 -2.65152 -7.32893 -0.372 -0.050 -0.368 0.0000
H 2.91931 -0.14544 -6.01789 0.556 -0.421 -0.613 0.0000
H 2.46935 -1.69692 -5.25520 0.062 0.270 0.383 0.0000
H -0.76757 -0.78629 -7.68870 0.070 0.853 0.466 0.0000
H -1.15260 -1.62784 -6.19195 0.171 -0.379 -0.214 0.0000
```
Positions in Å, forces in eV/Å.

---

Molecular formula: C2H3N3O3
Method: DFT, the ωB97M-V functional and the def2-TZVPD basis

HOMO-LUMO gap in hartree: 0.322
Energy relative to the best compared isomer or geometry (same formula, charge and spin) in kJ/mol: 215.1

Structure (XYZ):
```
11
Properties=species:S:1:pos:R:3:forces:R:3:lowdin_charge:R:1
C -1.37540 -0.10367 0.14482 1.880 0.701 -1.896 -0.4318
C 0.39518 1.07928 -0.00260 0.095 -1.571 0.657 -0.5705
H 2.36017 -1.41464 -0.55821 -1.511 2.072 2.379 0.1615
H 1.88165 -1.37864 1.09917 -0.599 0.759 -0.645 0.1050
H -2.94086 0.74024 -0.74193 0.991 -3.873 3.868 0.3132
N 1.88207 -0.78357 0.24772 3.475 -3.312 -1.762 0.0521
N 0.72540 -0.27428 -0.14949 -2.723 1.189 -0.522 -0.2100
N -0.46858 -0.97060 -0.29127 -2.379 1.217 2.382 0.1913
O -2.67273 -0.12777 0.08931 -2.151 2.977 -3.749 0.0541
O -0.90462 1.27667 0.30523 -0.502 -4.067 -0.267 0.1467
O 1.11771 1.95699 -0.14274 3.424 3.907 -0.445 0.1885
```
Positions in Å, forces in eV/Å.